1.
C6H12O | ωB97M-V/def2-TZVPD

## Properties
Net charge   0
Spin multiplicity   1
Calculated total energy   -8459.7942 eV
Gap between HOMO and LUMO   8.6 eV
HOMO energy   -7.9246 eV

Each line ends with the Löwdin charge.
Element x y z (Å)
O: 0.39 -0.41 0.99  -0.14
C: 0.66 0.42 -0.87  0.05
C: -1.31 1.32 0.49  -0.03
C: 1.24 -0.75 -1.57  -0.14
C: 1.44 0.41 1.53  -0.10
C: -1.50 -0.99 -0.42  -0.02
C: -0.53 0.12 -0.01  -0.62
H: 0.83 -1.76 -1.39  0.07
H: -2.01 -0.68 -1.34  0.10
H: 1.14 -0.50 -2.64  0.09
H: 2.37 0.32 0.96  0.08
H: -0.99 -1.94 -0.60  0.07
H: -2.26 -1.15 0.35  0.09
H: -2.00 1.03 1.29  0.09
H: 2.33 -0.78 -1.40  0.08
H: -0.66 2.12 0.85  0.07
H: 1.61 0.02 2.54  0.09
H: 1.18 1.47 1.58  0.08
H: -1.91 1.74 -0.33  0.09

---

2.
C6H12O | ωB97M-V/def2-TZVPD

## Properties
Net charge   0
Spin multiplicity   1
Calculated total energy   -8463.7274 eV
SMILES   C[C@H]1CO[C@@H](C)C1
Gap between HOMO and LUMO   10.8 eV
HOMO energy   -9.5780 eV

Each line ends with the Löwdin charge.
Element x y z (Å)
O: 0.43 0.19 -1.55  -0.12
C: -0.21 -0.60 0.45  -0.13
C: 0.15 0.85 0.76  -0.35
C: 1.07 1.00 1.96  -0.08
C: 0.74 1.25 -0.63  -0.15
C: -1.06 -1.82 -1.63  -0.03
C: -0.70 -0.49 -0.98  -0.40
H: -2.15 -1.95 -1.62  0.08
H: -0.73 -1.85 -2.67  0.08
H: 1.39 2.04 2.11  0.08
H: 1.83 1.37 -0.58  0.12
H: -0.83 -1.12 1.18  0.13
H: 0.73 -1.15 0.33  0.13
H: 1.97 0.38 1.84  0.08
H: 0.31 2.18 -1.00  0.12
H: -1.56 0.20 -1.06  0.15
H: -0.77 1.43 0.93  0.14
H: 0.56 0.68 2.87  0.08
H: -0.62 -2.67 -1.10  0.08

---

3.
C6H12O | ωB97M-V/def2-TZVPD

## Properties
Net charge   0
Spin multiplicity   1
Calculated total energy   -8462.8505 eV
SMILES   C=C(C)CC=O.C
Gap between HOMO and LUMO   10.2 eV
HOMO energy   -9.3126 eV

Each line ends with the Löwdin charge.
Element x y z (Å)
O: -1.41 -0.39 1.89  0.04
C: 1.08 -0.24 -0.03  -0.38
C: 0.92 -0.67 1.41  -0.13
C: 0.89 1.03 -0.38  0.02
C: -1.99 1.57 -0.58  -0.05
C: 1.34 -1.33 -1.05  -0.06
C: -0.53 -1.09 1.46  -0.26
H: -1.56 1.08 0.29  -0.02
H: 0.70 1.79 0.37  0.08
H: 0.88 1.34 -1.42  0.08
H: 0.99 -2.31 -0.70  0.07
H: 1.59 -1.51 1.66  0.12
H: -0.76 -2.04 0.94  0.13
H: -1.38 2.43 -0.87  0.02
H: -2.99 1.89 -0.33  0.02
H: -2.01 0.86 -1.42  0.03
H: 1.08 0.16 2.11  0.12
H: 2.42 -1.41 -1.22  0.08
H: 0.85 -1.12 -2.00  0.08

---

4.
C6H12O | ωB97M-V/def2-TZVPD

## Properties
Net charge   0
Spin multiplicity   1
Calculated total energy   -8463.2307 eV
SMILES   CC[C@@H]1C[C@@]1(C)O
Gap between HOMO and LUMO   10.5 eV
HOMO energy   -9.5391 eV

Each line ends with the Löwdin charge.
Element x y z (Å)
O: 1.39 0.80 2.01  0.00
C: -1.54 -0.46 0.07  -0.21
C: -0.59 0.57 0.65  -0.21
C: 0.34 1.45 -0.15  -0.03
C: -1.45 -0.70 -1.44  -0.11
C: 1.62 -0.81 0.19  -0.01
C: 0.89 0.39 0.76  -0.53
H: 2.69 -0.72 0.38  0.08
H: -1.64 0.23 -1.99  0.08
H: 1.48 -0.90 -0.89  0.07
H: -2.57 -0.13 0.30  0.11
H: 0.42 1.27 -1.22  0.10
H: -0.47 -1.08 -1.74  0.06
H: -0.98 1.07 1.54  0.14
H: 1.28 -1.75 0.66  0.09
H: 0.44 2.49 0.15  0.11
H: -2.20 -1.43 -1.76  0.07
H: 2.29 1.13 1.87  0.10
H: -1.41 -1.41 0.60  0.11